{"formula": "C16H13BN7O5Ru", "method": "wB97M-V/def2-TZVPD", "species": ["Ru", "O", "C", "C", "C", "N", "C", "C", "C", "O", "O", "C", "O", "O", "H", "H", "H", "C", "C", "N", "N", "C", "B", "N", "C", "C", "C", "N", "N", "C", "C", "C", "N", "H", "H", "H", "H", "H", "H", "H", "H", "H", "H"], "xyz": [[-0.72, -0.38, 0.22], [-2.36, 4.50, 3.36], [-2.01, 3.39, 2.73], [-1.32, 2.34, 3.36], [-1.00, 1.24, 2.60], [-1.29, 1.21, 1.30], [-2.07, 2.13, 0.72], [-2.44, 3.26, 1.40], [-2.61, 1.65, -0.62], [-3.30, 2.33, -1.32], [-2.24, 0.40, -0.85], [-0.48, -0.09, 3.11], [-0.13, -0.25, 4.24], [-0.52, -1.00, 2.15], [-2.06, 4.51, 4.28], [-1.09, 2.34, 4.42], [-3.08, 4.00, 0.94], [0.78, 1.47, -3.64], [0.03, 1.55, -2.46], [0.28, 0.49, -1.69], [1.16, -0.29, -2.36], [1.47, 0.28, -3.53], [1.67, -1.59, -1.73], [2.29, -1.24, -0.38], [3.53, -1.43, 0.07], [3.63, -0.91, 1.35], [2.36, -0.41, 1.61], [1.56, -0.60, 0.56], [0.43, -2.52, -1.47], [0.20, -3.75, -1.93], [-1.03, -4.21, -1.45], [-1.51, -3.18, -0.68], [-0.62, -2.16, -0.69], [0.80, 2.18, -4.45], [-0.66, 2.31, -2.16], [2.17, -0.19, -4.20], [2.44, -2.16, -2.44], [4.26, -1.93, -0.54], [4.48, -0.90, 2.00], [2.00, 0.06, 2.51], [0.92, -4.23, -2.58], [-1.49, -5.15, -1.65], [-2.42, -3.09, -0.11]], "charge": 1, "total_energy_ha": -1496.57070, "homo_ev": [-12.367, -12.415], "spin_multiplicity": 5, "homo_lumo_gap_ev": [8.0, 5.9]}

***

{"formula": "C23H62AlO8", "method": "wB97M-V/def2-TZVPD", "species": ["C", "C", "O", "C", "C", "O", "C", "Al", "H", "H", "H", "H", "H", "H", "H", "H", "H", "H", "H", "H", "H", "H", "C", "C", "C", "O", "H", "H", "H", "H", "H", "H", "H", "H", "C", "C", "C", "O", "H", "H", "H", "H", "H", "H", "H", "H", "C", "C", "C", "O", "H", "H", "H", "H", "H", "H", "H", "H", "C", "C", "C", "O", "H", "H", "H", "H", "H", "H", "H", "H", "C", "C", "C", "O", "H", "H", "H", "H", "H", "H", "H", "H", "C", "C", "C", "O", "H", "H", "H", "H", "H", "H", "H", "H"], "xyz": [[9.04, 0.70, -2.42], [9.31, 1.25, -3.82], [8.13, 1.43, -4.56], [7.40, 2.61, -4.27], [6.04, 2.35, -3.57], [5.80, 1.01, -3.27], [4.48, 0.56, -3.69], [4.02, 0.23, -5.67], [9.89, 0.87, -1.76], [8.16, 1.19, -2.00], [8.83, -0.37, -2.46], [9.87, 2.20, -3.75], [9.92, 0.56, -4.40], [7.25, 3.14, -5.21], [8.01, 3.25, -3.61], [6.03, 2.94, -2.63], [5.23, 2.75, -4.20], [3.75, 1.29, -3.28], [4.31, -0.36, -3.12], [5.33, 0.14, -6.65], [3.23, -1.20, -5.74], [3.05, 1.46, -6.16], [0.45, -1.02, -1.24], [0.12, -1.54, -2.63], [-0.46, -2.95, -2.59], [1.26, -1.45, -3.46], [1.21, -1.66, -0.77], [0.85, -0.01, -1.31], [-0.43, -1.01, -0.58], [-0.61, -0.87, -3.10], [0.27, -3.64, -2.16], [-0.69, -3.29, -3.60], [-1.36, -2.99, -1.99], [1.97, -1.99, -3.11], [-4.90, -4.17, 1.35], [-4.36, -3.53, 0.09], [-5.04, -4.06, -1.16], [-2.94, -3.68, -0.01], [-4.73, -5.25, 1.34], [-4.39, -3.77, 2.23], [-5.97, -4.00, 1.47], [-4.50, -2.45, 0.14], [-4.88, -5.13, -1.25], [-4.64, -3.57, -2.05], [-6.12, -3.88, -1.12], [-2.74, -4.63, -0.06], [-5.03, -5.54, 5.89], [-6.00, -4.69, 5.08], [-7.13, -4.14, 5.94], [-6.51, -5.42, 3.97], [-5.56, -6.40, 6.32], [-4.23, -5.92, 5.25], [-4.59, -4.97, 6.71], [-5.45, -3.86, 4.63], [-7.71, -4.96, 6.37], [-7.80, -3.52, 5.34], [-6.75, -3.53, 6.75], [-7.01, -6.17, 4.31], [4.60, 3.27, 0.49], [3.15, 2.98, 0.15], [2.62, 1.75, 0.86], [2.98, 2.89, -1.26], [5.23, 2.42, 0.20], [4.95, 4.15, -0.04], [4.74, 3.44, 1.56], [2.54, 3.85, 0.43], [3.19, 0.87, 0.56], [1.58, 1.58, 0.60], [2.70, 1.86, 1.94], [3.54, 2.17, -1.60], [4.33, 5.42, -3.11], [4.78, 6.64, -2.32], [5.36, 7.72, -3.20], [5.70, 6.27, -1.29], [5.18, 4.98, -3.64], [3.91, 4.66, -2.46], [3.58, 5.69, -3.86], [3.93, 7.05, -1.77], [6.24, 7.34, -3.73], [5.67, 8.58, -2.61], [4.64, 8.05, -3.95], [6.46, 5.85, -1.72], [-9.47, 0.40, 5.89], [-9.91, -1.05, 6.03], [-11.39, -1.18, 6.32], [-9.13, -1.73, 7.01], [-9.65, 0.93, 6.83], [-8.40, 0.45, 5.67], [-10.02, 0.90, 5.10], [-9.68, -1.58, 5.10], [-11.63, -0.69, 7.27], [-11.68, -2.23, 6.40], [-11.99, -0.71, 5.54], [-9.28, -1.31, 7.86]], "e_above_lowest_kj_mol": 0.0, "charge": -1, "total_energy_ha": -1757.79319, "homo_ev": -4.262, "homo_lumo_gap_ev": 5.9}

***

{"formula": "C30H42N2PdS2", "method": "wB97M-V/def2-TZVPD", "species": ["Pd", "C", "C", "C", "C", "C", "C", "C", "C", "C", "C", "C", "C", "N", "C", "C", "N", "C", "C", "C", "C", "C", "C", "C", "C", "C", "C", "C", "C", "H", "H", "H", "H", "H", "H", "H", "H", "H", "H", "H", "H", "H", "H", "H", "H", "H", "H", "H", "H", "H", "H", "H", "H", "H", "H", "H", "H", "H", "H", "H", "H", "H", "H", "H", "H", "C", "C", "S", "C", "C", "S", "H", "H", "H", "H", "H", "H"], "xyz": [[-0.06, -1.26, 1.09], [0.48, 4.29, -1.71], [-0.65, 3.60, -2.49], [-0.92, 4.35, -3.79], [-1.88, 3.40, -1.62], [-2.97, 4.25, -1.70], [-4.09, 4.05, -0.91], [-4.11, 2.97, -0.04], [-3.03, 2.09, 0.08], [-3.18, 0.88, 0.98], [-4.15, -0.13, 0.37], [-3.62, 1.26, 2.40], [-1.89, 2.32, -0.71], [-0.79, 1.46, -0.73], [-0.07, 1.30, 0.33], [1.03, 0.36, 0.44], [1.19, -0.58, -0.53], [2.45, -1.17, -0.77], [3.40, -1.60, 0.18], [4.60, -2.16, -0.26], [4.89, -2.33, -1.61], [3.94, -1.94, -2.54], [2.74, -1.37, -2.15], [1.72, -0.92, -3.17], [1.80, 0.60, -3.38], [1.83, -1.63, -4.52], [3.17, -1.58, 1.68], [3.06, -3.00, 2.25], [4.23, -0.77, 2.43], [1.38, 4.35, -2.33], [0.72, 3.74, -0.80], [0.18, 5.30, -1.43], [-0.30, 2.59, -2.73], [-1.15, 5.40, -3.60], [-1.75, 3.91, -4.34], [-0.03, 4.32, -4.42], [-2.96, 5.08, -2.40], [-4.95, 4.71, -0.98], [-5.00, 2.79, 0.56], [-2.24, 0.34, 1.09], [-5.17, 0.27, 0.31], [-4.16, -1.04, 0.98], [-3.83, -0.41, -0.63], [-4.61, 1.72, 2.40], [-2.91, 1.96, 2.85], [-3.64, 0.37, 3.02], [-0.27, 1.89, 1.24], [1.84, 0.67, 1.11], [5.32, -2.49, 0.48], [5.83, -2.77, -1.92], [4.15, -2.09, -3.60], [0.73, -1.12, -2.74], [2.80, 0.88, -3.72], [1.58, 1.11, -2.44], [1.08, 0.93, -4.13], [2.73, -1.34, -5.06], [0.97, -1.37, -5.14], [1.84, -2.72, -4.40], [2.21, -1.11, 1.88], [3.99, -3.57, 2.09], [2.23, -3.53, 1.78], [2.86, -2.96, 3.32], [5.22, -1.22, 2.35], [3.97, -0.71, 3.49], [4.30, 0.25, 2.03], [-2.07, -2.50, 5.12], [-1.49, -2.46, 3.72], [-0.81, -0.91, 3.25], [-1.49, -3.53, 2.90], [-2.07, -4.86, 3.31], [-0.82, -3.50, 1.28], [-1.97, -1.52, 5.59], [-1.57, -3.23, 5.76], [-3.14, -2.75, 5.12], [-2.48, -4.85, 4.32], [-1.31, -5.64, 3.25], [-2.87, -5.15, 2.62]], "e_above_lowest_kj_mol": 14.7, "charge": -2, "total_energy_ha": -2202.17955, "homo_ev": -0.221, "homo_lumo_gap_ev": 4.8}

***

{"formula": "CBrO4", "method": "wB97M-V/def2-TZVPD", "species": ["C", "O", "O", "O", "O", "Br"], "xyz": [[-1.27, 0.60, -0.44], [-1.23, 0.06, -1.46], [-1.44, 1.18, 0.53], [2.41, 0.13, 0.22], [1.23, -0.30, -0.08], [0.30, -1.67, 1.24]], "e_above_lowest_kj_mol": 11.2, "charge": -1, "total_energy_ha": -2913.02649, "homo_ev": [-3.568, -3.199], "homo_lumo_gap_ev": [7.2, 6.8]}

***

{"formula": "C14H31FGaNO7PS", "method": "wB97M-V/def2-TZVPD", "species": ["C", "P", "O", "Ga", "C", "C", "N", "C", "C", "F", "S", "C", "O", "O", "H", "H", "H", "H", "H", "H", "H", "H", "H", "H", "H", "H", "H", "H", "H", "O", "C", "O", "C", "C", "C", "H", "H", "H", "H", "H", "H", "H", "H", "O", "C", "O", "C", "C", "C", "H", "H", "H", "H", "H", "H", "H", "H"], "xyz": [[-3.51, 1.06, -0.91], [-2.36, -0.43, -0.50], [-2.44, -1.46, -1.91], [-0.12, 0.21, -0.33], [-0.09, 2.32, -0.42], [0.11, 2.70, -2.02], [-0.89, 3.20, -2.84], [0.88, -0.46, -2.01], [1.57, -1.92, -1.65], [2.50, -2.38, -2.75], [0.84, -0.36, 1.68], [-0.46, -0.13, 3.06], [2.07, 0.55, 1.91], [1.32, -1.83, 1.78], [-3.72, 1.77, 0.01], [-3.07, 1.74, -1.78], [-4.52, 0.59, -1.32], [-2.82, -2.36, -1.61], [0.76, 2.77, 0.26], [-1.18, 2.68, -0.11], [1.16, 2.54, -2.55], [-0.50, 3.36, -3.81], [0.08, -0.67, -2.87], [1.68, 0.29, -2.44], [0.75, -2.73, -1.42], [2.24, -1.74, -0.69], [-0.33, 0.92, 3.57], [-0.25, -0.95, 3.89], [-1.56, -0.30, 2.62], [0.70, 0.53, 6.49], [0.31, -0.54, 6.97], [-1.01, -0.78, 7.10], [-1.58, -2.05, 7.47], [-1.61, -2.21, 8.97], [1.29, -1.54, 7.50], [-1.06, -2.87, 6.96], [-2.61, -2.05, 7.09], [-0.60, -2.19, 9.40], [-2.08, -3.15, 9.25], [-2.16, -1.38, 9.43], [1.58, -1.26, 8.51], [2.17, -1.54, 6.85], [0.91, -2.56, 7.50], [2.06, 2.19, -4.30], [1.87, 1.65, -5.39], [1.22, 2.30, -6.37], [1.11, 1.83, -7.73], [-0.05, 0.87, -7.87], [2.28, 0.22, -5.61], [2.06, 1.41, -8.08], [0.92, 2.72, -8.35], [0.08, -0.02, -7.26], [-0.17, 0.56, -8.92], [-0.98, 1.35, -7.54], [1.50, -0.44, -5.20], [3.22, 0.04, -5.08], [2.46, -0.03, -6.65]], "charge": -1, "total_energy_ha": -3897.57308, "homo_ev": -4.186, "homo_lumo_gap_ev": 6.5}

***

{"formula": "C4H5FN2O", "method": "wB97M-V/def2-TZVPD", "species": ["O", "C", "N", "C", "N", "C", "C", "F", "H", "H", "H", "H", "H"], "xyz": [[-1.27, -2.69, 1.59], [-2.09, -1.90, 1.18], [-1.77, -0.71, 0.62], [-0.49, -0.34, 0.30], [-0.21, 0.80, -0.21], [1.18, 0.91, -0.47], [1.56, 1.83, -1.33], [2.84, 2.04, -1.55], [-3.17, -2.01, 1.34], [-2.52, -0.13, 0.29], [0.28, -1.11, 0.51], [2.01, 0.29, -0.03], [0.85, 2.47, -1.82]], "e_above_lowest_kj_mol": 85.4, "smiles": "O=CN/C=N/C=C/F", "total_energy_ha": -440.00544, "homo_ev": -8.814, "homo_lumo_gap_ev": 9.4}

***

{"formula": "C5H13NO6S", "method": "wB97M-V/def2-TZVPD", "species": ["H", "N", "C", "C", "O", "C", "O", "C", "O", "C", "O", "H", "H", "H", "H", "H", "H", "H", "H", "H", "H", "O", "S", "O", "H", "H"], "xyz": [[-1.26, -0.72, -2.05], [-1.44, -1.17, -1.23], [-0.47, -1.26, -0.47], [-0.72, -2.25, 0.71], [0.10, -2.10, 1.83], [0.83, -0.55, -0.63], [1.80, -1.23, 0.02], [0.54, 0.81, 0.10], [0.28, 0.53, 1.46], [1.71, 1.82, -0.08], [3.01, 1.32, 0.40], [-0.43, -3.30, 0.14], [-1.79, -2.34, 0.89], [-0.06, -1.16, 2.06], [0.89, -0.55, -1.72], [1.59, -1.63, 0.86], [-0.43, 1.22, -0.32], [0.41, 1.33, 1.92], [1.47, 2.67, 0.56], [1.78, 2.07, -1.15], [2.94, 0.39, 0.42], [-3.74, -0.24, 0.14], [-2.66, 0.93, 0.61], [-2.86, 2.11, -0.48], [-3.27, -0.77, -0.41], [-3.67, 2.46, -0.43]], "e_above_lowest_kj_mol": 346.5, "smiles": "[H]/N=C(/CO)[C@H](O)[C@@H](O)CO.OSO", "total_energy_ha": -1102.58378, "homo_ev": -8.750, "homo_lumo_gap_ev": 9.2}

***

{"formula": "C16H30As3Cl3N3PdSeSi", "method": "wB97M-V/def2-TZVPD", "species": ["Pd", "C", "As", "C", "C", "C", "C", "C", "As", "C", "C", "C", "As", "C", "C", "H", "H", "H", "H", "H", "H", "H", "H", "H", "H", "H", "H", "H", "H", "H", "H", "H", "H", "H", "H", "H", "H", "H", "H", "H", "H", "H", "Se", "N", "C", "C", "C", "C", "N", "C", "N", "H", "H", "H", "Cl", "Si", "Cl", "Cl"], "xyz": [[0.60, -1.68, -0.57], [0.27, -1.97, 2.78], [-0.89, -1.60, 1.27], [-2.42, -2.72, 1.66], [-1.76, 0.10, 1.67], [-1.04, 1.45, 1.52], [0.32, 1.41, 2.24], [-0.85, 1.82, 0.05], [0.44, 0.75, -0.93], [-0.14, 1.05, -2.76], [2.07, 1.82, -0.87], [-1.89, 2.53, 2.22], [-3.66, 3.24, 1.65], [-4.54, 1.79, 0.66], [-3.14, 4.32, 0.09], [-0.20, -1.64, 3.71], [1.23, -1.48, 2.65], [0.43, -3.05, 2.81], [-2.87, -2.33, 2.57], [-2.09, -3.74, 1.82], [-3.14, -2.69, 0.85], [-2.08, -0.04, 2.71], [-2.67, 0.08, 1.07], [0.99, 0.67, 1.81], [0.19, 1.17, 3.30], [0.81, 2.39, 2.18], [-0.53, 2.86, -0.03], [-1.79, 1.73, -0.48], [-0.26, 2.12, -2.95], [-1.08, 0.53, -2.94], [0.61, 0.65, -3.44], [1.86, 2.84, -1.17], [2.80, 1.39, -1.55], [2.48, 1.81, 0.14], [-1.29, 3.45, 2.28], [-2.05, 2.22, 3.26], [-4.80, 0.97, 1.33], [-3.96, 1.41, -0.19], [-5.46, 2.21, 0.27], [-2.35, 5.02, 0.38], [-4.01, 4.91, -0.21], [-2.80, 3.73, -0.76], [5.08, -0.96, 0.72], [5.77, -1.30, -0.87], [4.75, -1.57, -1.67], [4.85, -1.91, -3.05], [3.70, -2.15, -3.72], [2.44, -2.07, -3.05], [2.30, -1.76, -1.78], [3.45, -1.50, -1.07], [3.39, -1.19, 0.21], [5.82, -1.98, -3.51], [3.70, -2.42, -4.76], [1.53, -2.30, -3.59], [2.33, -4.86, -0.68], [0.45, -4.01, -0.80], [-0.76, -5.26, 0.28], [-0.17, -4.25, -2.76]], "e_above_lowest_kj_mol": 0.0, "charge": 1, "total_energy_ha": -11698.60351, "homo_ev": -10.965, "homo_lumo_gap_ev": 6.6}

***

{"formula": "C21H33N3O7P2Sn", "method": "wB97M-V/def2-TZVPD", "species": ["P", "P", "C", "C", "H", "H", "H", "H", "C", "H", "H", "H", "C", "H", "H", "H", "C", "H", "H", "H", "C", "H", "H", "H", "Sn", "C", "C", "C", "C", "C", "C", "C", "C", "C", "H", "H", "H", "H", "H", "H", "H", "H", "H", "H", "H", "H", "H", "H", "H", "O", "N", "O", "C", "C", "C", "C", "O", "C", "C", "N", "O", "O", "N", "O", "O", "H", "H"], "xyz": [[0.23, -1.72, -3.23], [0.31, 1.94, -2.66], [0.39, -0.34, -4.41], [1.12, 0.93, -3.94], [-0.59, -0.09, -4.84], [0.98, -0.78, -5.25], [2.13, 0.68, -3.59], [1.22, 1.60, -4.80], [-0.55, 3.25, -3.57], [-0.89, 4.00, -2.85], [-1.41, 2.83, -4.09], [0.14, 3.70, -4.29], [1.61, 2.76, -1.74], [2.00, 3.58, -2.37], [2.46, 2.09, -1.52], [1.25, 3.21, -0.81], [-1.01, -2.78, -4.06], [-1.23, -3.67, -3.45], [-0.62, -3.10, -5.04], [-1.94, -2.22, -4.21], [1.79, -2.64, -3.43], [2.61, -1.92, -3.54], [1.71, -3.26, -4.33], [1.96, -3.28, -2.56], [2.31, 1.21, 1.68], [-1.24, 0.99, -2.10], [-1.98, -0.15, -2.66], [-3.08, -0.57, -1.71], [-2.61, -1.64, -0.67], [-1.54, -2.42, -1.23], [-0.20, -1.94, -1.47], [0.30, -0.63, -0.72], [-0.67, 0.54, -0.72], [2.27, -0.99, 1.93], [-2.00, 1.79, -1.93], [-2.25, -0.20, -3.72], [-3.89, -1.07, -2.27], [-3.53, 0.29, -1.19], [-2.33, -1.19, 0.30], [-3.47, -2.30, -0.46], [-1.71, -3.47, -1.46], [0.51, -2.73, -1.15], [1.31, -0.32, -1.08], [0.43, -0.93, 0.34], [-1.48, 0.28, -0.03], [-0.17, 1.37, -0.18], [2.83, -1.23, 2.84], [2.74, -1.45, 1.04], [1.25, -1.35, 2.04], [-1.52, 0.34, 8.60], [-0.39, 0.73, 8.25], [0.47, 1.15, 9.05], [-0.06, 0.70, 6.84], [-1.05, 0.33, 5.92], [-0.74, 0.39, 4.57], [0.48, 0.96, 4.11], [0.56, 1.30, 2.86], [1.53, 1.20, 5.08], [1.23, 1.10, 6.45], [2.89, 1.50, 4.77], [3.73, 1.56, 5.67], [3.27, 1.76, 3.54], [-1.68, -0.18, 3.61], [-2.84, -0.39, 4.00], [-1.28, -0.48, 2.46], [-2.05, -0.01, 6.22], [1.99, 1.36, 7.18]], "e_above_lowest_kj_mol": 131.4, "charge": 2, "total_energy_ha": -2406.93613, "homo_ev": [-13.436, -13.437], "homo_lumo_gap_ev": [6.9, 6.3]}